# C19H29N3O5S

One molecule with the formula C19H29N3O5S at a distorted geometry (ωB97M-V with the def2-TZVPD basis set, the OMol25 dataset).

## Properties
* frontier orbital gap: 9.1 eV
* net charge: 0
* SMILES: COc1ccc(S(=O)(=O)N2CCC(C(N)=O)(N3CCCCC3)CC2)cc1OC
* LUMO: 0.7 eV
* energy: -1680.0442 Ha

Each line ends with the Löwdin charge.
Positions of all 57 atoms, in Å:
H  -0.7487  5.4460  -2.6853  0.1101
N  1.0221  -0.4432  0.1700  -0.2275
H  -4.7069  -1.8703  0.6426  0.0991
C  -0.0080  5.3574  -1.8891  -0.1788
O  0.7883  -1.6019  -2.0540  -0.2748
C  2.2962  0.0455  -0.3084  -0.1797
C  0.3862  0.4541  1.1051  -0.1653
H  1.5969  1.3652  -1.8449  0.1252
H  1.0176  0.5119  1.9968  0.1344
C  -4.8449  -2.8735  0.2287  -0.0702
C  0.1474  -3.3817  0.5110  -0.0540
C  2.2988  5.9169  -1.1598  -0.1783
O  3.2845  2.0398  1.6435  0.0712
N  1.8626  3.7479  1.9983  0.1867
C  -3.4947  -6.1647  2.0401  -0.0684
H  1.6342  5.8121  -3.2015  0.1124
H  2.6462  -0.6674  -1.0554  0.1150
H  -0.5744  0.0110  1.3778  0.1250
H  -2.6696  -1.8207  -0.4284  0.1046
S  -0.0110  -1.0894  -0.9799  0.6905
H  2.3777  4.0630  2.8037  0.1176
H  -3.4576  -7.1173  2.5683  0.0945
H  2.9878  0.0656  0.5368  0.1214
H  1.0145  7.2136  -2.3224  0.1074
C  -2.6424  -3.6551  0.7148  -0.1774
H  2.9098  4.0136  -1.9486  0.1286
C  -1.7882  -4.6194  1.2931  -0.1882
C  2.1878  1.4389  -0.9285  -0.0715
C  1.5002  2.4467  0.0127  -0.3618
H  1.2106  4.3688  1.5466  0.0999
H  -0.4444  5.7534  -0.9701  0.1138
H  -0.3085  2.5020  1.2181  0.1263
C  2.3407  2.7070  1.2812  -0.5101
H  1.2130  -3.2591  0.4193  0.1186
H  -4.6924  -2.8450  -0.8539  0.1010
H  0.7310  3.4666  -2.6191  0.1290
H  -4.1257  -5.4658  2.5917  0.0931
H  0.2149  -5.2050  1.6416  0.1244
H  -3.9104  -6.3183  1.0425  0.0978
H  3.1917  1.7858  -1.1765  0.1252
N  1.2925  3.7718  -0.5907  -0.1186
H  -0.5025  1.6969  -0.3538  0.0861
C  1.2465  6.1504  -2.2379  -0.2084
C  2.5355  4.4175  -0.9935  -0.1874
O  -3.9953  -3.8109  0.8478  -0.1112
C  0.3336  3.8820  -1.6782  -0.1788
C  -2.0700  -2.5838  0.0391  0.0051
C  -0.6988  -2.4564  -0.0610  -0.2791
H  -5.8558  -3.2173  0.4438  0.0966
C  -0.4065  -4.4528  1.1827  0.0177
C  0.1673  1.8404  0.4929  -0.0938
O  -2.1528  -5.7289  1.9832  -0.0603
H  -0.5777  3.3424  -1.4269  0.1151
O  -1.0895  -0.1942  -1.3241  -0.2941
H  3.2990  4.2418  -0.2325  0.1231
H  1.9514  6.3350  -0.2130  0.1105
H  3.2368  6.4064  -1.4261  0.1107

Atoms 1-2, force components in eV/Å:
-0.065 0.010 0.005
-0.531 -0.620 -0.773